218
Properties=species:S:1:pos:R:3:forces:R:3 method="wB97M-V/def2-TZVPD" lumo_ev=0.53 e_above_lowest_kj_mol=81.7 total_charge=0 fmax_ev_per_a=4.33
C 17.959381 11.881616 13.270703 -0.539 -0.729 -0.377
C 17.643281 10.393389 13.443589 1.482 -0.652 1.668
C 18.262604 9.596786 12.279080 -1.704 0.240 -1.161
O 18.118804 8.179779 12.307734 -0.029 0.417 1.083
C 16.758757 7.781515 12.283013 0.714 -1.410 -0.743
N 18.261825 9.863572 14.766171 -0.903 -0.161 -1.579
H 19.014512 12.065587 13.204521 0.825 -0.067 0.555
H 17.495947 12.488170 14.036512 0.007 0.091 0.212
H 17.633666 12.234563 12.309692 -0.723 0.131 -0.447
H 16.571500 10.194742 13.572090 0.210 0.281 -0.428
H 19.323086 9.803154 12.238399 0.281 0.051 -0.128
H 17.743728 9.917906 11.327150 0.670 0.171 0.661
H 16.760301 6.680359 12.397182 0.107 0.431 -0.489
H 16.349115 8.063217 11.295147 -0.347 -0.046 0.570
H 16.173945 8.083635 13.133458 -0.290 0.845 0.245
H 19.046563 10.417208 15.045506 0.402 0.774 0.053
H 18.700157 8.993719 14.480268 -0.161 -0.380 0.316
C 14.154377 11.731083 12.269704 -0.686 -0.506 0.113
C 13.882689 12.787330 11.142356 0.297 0.300 0.947
C 14.882197 12.669780 10.028254 0.791 0.226 -0.388
O 16.178987 12.882272 10.618880 -0.618 -0.099 -0.204
C 17.044703 13.563856 9.744726 0.448 -0.094 0.272
N 12.542664 12.634693 10.584480 -1.191 -0.199 1.109
H 14.146397 10.637439 11.993556 0.436 1.162 -0.492
H 13.353052 11.707030 13.023407 -0.044 0.542 -0.174
H 15.057705 11.973100 12.835533 0.086 -0.116 -0.369
H 14.138634 13.818415 11.565471 -0.788 -1.037 -0.109
H 14.737056 13.455104 9.268022 -0.301 -0.062 0.273
H 14.777198 11.716506 9.482058 0.341 0.005 0.376
H 17.270783 12.896713 8.915402 0.120 0.263 -0.488
H 17.983820 13.765313 10.278035 -0.239 -0.056 -0.051
H 16.625456 14.528863 9.413480 0.059 -0.308 -0.067
H 11.899608 12.280307 11.326575 0.641 0.331 -0.875
H 12.112289 13.507723 10.257507 0.663 -0.254 0.119
C 23.151822 14.477950 12.289081 -0.543 -0.802 1.744
C 21.829757 15.155438 11.972738 -0.016 0.105 0.459
C 21.900151 16.679520 12.183036 0.410 -0.469 -1.241
O 22.095183 16.937062 13.542237 0.497 -1.188 -0.466
C 21.600740 18.130821 13.991619 0.784 1.199 2.048
N 21.361612 14.778367 10.654343 0.949 -0.564 0.782
H 23.460673 14.819959 13.330313 -0.109 -0.700 -1.303
H 23.824026 14.863612 11.583369 1.511 0.488 -0.940
H 23.166936 13.339514 12.173393 -0.351 1.622 0.371
H 21.135899 14.890422 12.755787 -0.765 -0.686 -0.019
H 20.948186 17.107940 11.781229 0.596 -0.026 0.380
H 22.781555 17.052207 11.602871 -0.604 0.203 0.151
H 20.546782 18.060976 14.188270 -0.880 0.108 0.010
H 21.781539 18.981736 13.315992 0.170 -0.160 0.219
H 22.113727 18.270851 15.007620 -0.721 0.365 -1.400
H 20.429441 15.076698 10.499558 -0.703 0.502 -0.651
H 22.037897 15.048146 9.949045 -0.430 0.051 -0.157
C 13.932511 15.076988 20.394486 -0.432 1.852 1.809
C 15.043990 14.125667 20.533681 1.402 -1.729 0.134
C 16.369740 14.865784 20.445111 -1.240 0.508 -0.561
O 16.314526 15.736296 19.307957 0.135 -1.096 0.195
C 17.592244 16.273206 19.075355 -0.424 0.474 -0.525
N 15.095809 13.377982 21.790358 -1.100 -0.210 0.573
H 12.964038 14.635832 20.582904 -0.276 -0.221 -0.127
H 14.014141 15.460272 19.393079 -0.438 0.497 -0.340
H 14.057980 15.928281 21.166971 -0.223 -1.124 -1.276
H 14.945393 13.379172 19.726149 0.389 0.380 -0.184
H 17.196124 14.180185 20.395621 0.567 -0.431 -0.367
H 16.473195 15.439373 21.366759 0.073 0.324 0.138
H 17.560957 16.899359 18.177111 0.110 -0.343 0.051
H 18.356984 15.520642 19.081446 0.418 -0.685 -0.628
H 17.832509 16.883776 19.900804 0.434 1.214 1.093
H 16.011172 13.075462 22.058821 0.645 0.108 -0.088
H 14.550425 12.518180 21.756309 -0.088 0.410 -0.069
C 14.222458 17.552334 10.993360 0.404 0.614 -0.563
C 12.780221 17.645030 10.559628 -1.434 1.207 -0.359
C 12.640657 18.328927 9.145951 0.396 0.085 1.625
O 11.330812 18.326686 8.609019 0.903 -0.265 -0.121
C 10.465872 19.053124 9.412247 0.516 1.069 1.351
N 12.205818 16.302691 10.524178 0.895 -0.561 0.860
H 14.917056 18.404062 10.784607 -0.900 -0.280 0.047
H 14.586819 16.702970 10.426191 0.502 -0.391 0.340
H 14.209505 17.401824 12.061258 0.484 -0.465 0.306
H 12.177338 18.210755 11.316147 0.647 0.236 -0.537
H 13.268181 17.753986 8.489036 0.229 -0.137 -0.578
H 13.051648 19.375940 9.254196 -0.451 -0.785 -0.262
H 10.245374 18.533687 10.351901 -0.186 -0.087 -0.067
H 9.564002 19.239929 8.879521 -0.715 0.094 -0.456
H 10.921188 20.034205 9.726665 -0.353 -0.587 -0.402
H 12.017531 15.985443 11.491462 0.091 0.160 -0.780
H 11.349653 16.318439 10.024900 -0.955 0.029 -0.502
C 14.780828 22.184595 9.593830 2.461 -1.211 0.310
C 14.608832 21.902811 11.097375 -0.392 1.761 -0.096
C 15.968594 21.746539 11.808028 -0.712 -0.115 0.227
O 16.398951 20.409915 11.954925 0.224 -0.546 0.661
C 15.824256 19.818716 13.143599 -1.240 1.230 -0.619
N 13.830434 23.016903 11.675533 -1.410 -1.302 0.431
H 13.882117 22.084373 9.027056 -0.786 0.811 -0.195
H 15.398399 21.347516 9.162994 -0.232 0.546 0.492
H 15.429784 23.078814 9.445938 -0.992 -0.238 -0.196
H 13.987363 21.030100 11.106486 -0.202 -0.766 0.697
H 15.938065 22.227870 12.795586 -0.182 -0.074 -0.093
H 16.654419 22.337915 11.212660 0.724 -0.273 -0.116
H 14.724854 19.773151 13.019047 0.153 0.308 0.116
H 16.026943 20.426247 14.049782 0.189 -0.486 -0.450
H 16.062075 18.780377 13.251175 0.910 -0.429 -0.028
H 13.431006 22.942949 12.617675 0.550 -0.535 -0.636
H 14.186214 23.924877 11.586931 0.908 1.184 -0.466
C 9.030548 14.968526 13.780135 -0.576 0.528 0.762
C 10.002871 14.048421 13.074960 0.834 -0.139 -1.061
C 11.413387 14.084832 13.706055 -1.401 -0.026 0.280
O 11.897728 15.375055 13.454343 -0.645 -0.099 0.377
C 13.103401 15.697256 14.065063 0.936 0.333 0.009
N 9.559960 12.667699 12.964287 -1.083 -1.109 -0.210
H 8.256898 15.385142 13.135807 0.080 -0.097 -0.271
H 9.535386 15.814611 14.244723 0.165 0.116 -0.154
H 8.468496 14.490973 14.605603 0.455 -0.223 -0.340
H 10.204358 14.400947 12.016863 -0.473 -0.252 1.005
H 12.047209 13.310974 13.311150 0.322 -0.252 -0.569
H 11.308117 13.839988 14.771703 0.159 0.438 0.287
H 13.234085 16.761495 13.906314 0.077 0.257 0.223
H 13.931182 15.227642 13.520746 0.121 -0.260 0.281
H 13.172996 15.491898 15.153997 -0.253 -0.147 -0.539
H 8.866733 12.536042 12.205930 0.690 0.260 0.678
H 9.098491 12.289305 13.815322 0.589 0.664 -0.686
C 21.935427 11.813869 19.458783 -0.423 0.145 -1.273
C 20.879167 12.826429 18.928400 0.424 0.146 -0.890
C 20.498986 12.802054 17.418334 0.913 -1.111 0.209
O 21.711855 12.808160 16.683829 -0.069 -0.036 1.030
C 21.593337 13.003185 15.314823 -1.470 -0.387 0.066
N 19.614247 12.781647 19.594039 -0.555 1.703 0.677
H 22.910230 11.955212 19.008837 0.134 0.166 -0.290
H 21.685194 10.759641 19.318197 -0.369 0.092 -0.277
H 22.064420 11.934315 20.504763 -0.015 0.364 1.114
H 21.252864 13.863733 19.096320 0.091 -0.722 -0.086
H 19.956844 13.721530 17.221480 -0.432 0.140 -0.113
H 19.836522 11.912688 17.138723 0.778 0.889 0.377
H 20.960409 12.207841 14.882945 0.456 0.004 -0.241
H 22.590708 13.020915 14.966853 0.892 -0.165 -0.885
H 21.094734 13.939092 15.062235 -0.031 0.378 0.041
H 19.297628 11.887188 19.845530 -0.291 -1.385 0.311
H 19.638858 13.373707 20.413593 -0.175 -0.243 0.142
C 18.745136 20.464035 15.221155 1.895 -0.648 0.088
C 19.722592 20.635565 16.488968 -4.133 -1.174 -0.565
C 20.202995 22.057962 16.511758 1.711 -0.550 0.092
O 21.112952 22.307259 15.391865 -1.048 0.015 1.681
C 22.321303 21.641502 15.610596 0.808 -0.487 0.471
N 18.760961 20.437673 17.634452 -0.236 -0.345 -0.695
H 19.319940 20.691381 14.320436 0.017 -0.205 -0.102
H 17.931272 21.152273 15.211086 -0.574 0.735 0.525
H 18.282827 19.462917 15.120893 0.547 0.365 0.270
H 20.441896 19.825808 16.435893 0.650 0.176 0.054
H 20.712383 22.242693 17.526896 -0.618 0.211 -1.449
H 19.318864 22.650197 16.357456 -0.070 0.636 0.181
H 23.092284 22.236402 15.138824 0.368 0.174 0.052
H 22.368633 20.650984 15.123710 -0.225 0.162 0.291
H 22.558666 21.513898 16.714869 -0.209 0.187 -1.167
H 19.166636 20.109846 18.501595 0.255 -0.022 -0.108
H 17.995747 19.780066 17.354289 1.031 0.706 0.347
C 20.687720 16.781706 17.580055 1.099 0.690 0.253
C 22.222856 16.861017 17.509789 -0.234 -0.916 0.507
C 22.911144 16.612741 18.892991 -0.880 0.555 -0.432
O 22.356666 17.425687 19.938301 0.112 1.184 -1.080
C 22.574679 18.807011 19.547275 -0.818 -0.353 0.378
N 22.785337 15.926760 16.544629 0.030 0.002 -0.960
H 20.221985 17.145519 16.662458 0.014 0.067 0.024
H 20.404730 17.391023 18.433172 -0.622 -0.007 0.084
H 20.407346 15.752790 17.724042 -0.294 -0.438 0.218
H 22.531392 17.865408 17.258090 -0.016 0.312 -0.542
H 23.945763 16.974559 18.789686 0.070 -1.009 -0.089
H 22.763848 15.564328 19.185560 0.487 0.271 0.031
H 23.509084 18.905919 18.995690 0.185 0.130 0.203
H 22.544194 19.428544 20.423868 0.456 0.012 0.653
H 21.778233 19.265683 18.935842 -0.009 -0.690 -0.234
H 22.500182 16.185818 15.584636 0.331 -0.177 0.701
H 22.437511 14.971325 16.675809 0.133 0.411 0.291
C 17.487762 18.131013 8.825134 0.854 -0.608 0.278
C 19.023577 18.416522 9.001913 -2.027 0.011 0.009
C 19.286628 19.323971 10.225297 -1.340 -0.736 -0.903
O 19.631913 17.151008 9.112757 1.193 -0.800 -0.064
H 17.172838 17.775535 7.831559 0.501 0.392 0.150
H 17.011455 19.039815 9.085373 -0.828 1.069 -0.092
H 17.083522 17.400620 9.508520 0.226 -0.406 0.588
H 19.142909 18.930390 8.050756 1.395 0.111 -0.166
H 20.339451 19.418484 10.427328 0.382 0.138 0.206
H 18.722338 18.877644 11.048213 0.421 -0.003 0.305
H 18.802185 20.290441 10.064435 0.355 0.078 -0.032
H 20.616983 17.116720 9.165983 -1.175 0.714 -0.130
C 16.486963 12.157773 16.942511 -0.564 0.264 1.119
C 15.248037 12.887444 16.467324 -0.578 1.464 0.422
C 13.874384 12.556104 17.059261 0.124 0.333 0.168
O 15.466954 14.332101 16.621599 -0.097 -0.198 -0.123
H 17.257718 12.406260 16.251714 0.803 -0.111 -0.530
H 16.314706 11.089706 16.961286 0.197 -0.313 -0.062
H 16.861525 12.498569 17.941539 -0.601 -0.220 -0.594
H 15.123923 12.746569 15.379599 0.305 0.127 0.238
H 13.574986 11.546765 16.807622 -0.080 -0.305 -0.078
H 13.134700 13.260433 16.635542 0.335 -0.349 0.141
H 13.834097 12.658870 18.151130 0.132 -0.017 -0.201
H 15.567681 14.623778 17.557873 0.029 -0.543 -0.613
C 15.117850 20.019705 18.144210 0.602 -1.047 -0.780
C 15.158118 18.659014 17.376930 -0.176 1.659 -0.802
C 13.955646 18.337986 16.506559 0.237 1.265 0.078
O 16.348109 18.724606 16.591896 0.610 -0.370 -0.397
H 16.140286 20.363046 18.329081 -0.103 -0.318 0.295
H 14.570820 19.925218 19.064857 -0.254 0.043 0.410
H 14.704344 20.803222 17.541412 -0.578 0.367 -0.462
H 15.186140 17.868603 18.073988 0.564 -1.033 1.149
H 13.882413 18.975093 15.637581 0.503 0.167 -0.604
H 13.049111 18.595152 17.002279 -0.856 -0.233 0.882
H 13.960077 17.314993 16.218146 -0.049 -0.808 -0.279
H 16.425151 18.002331 15.928867 -0.670 0.177 0.633
C 18.165025 15.318538 15.030139 0.018 1.019 -0.082
C 17.374668 16.330178 14.138206 0.482 -0.951 0.821
C 17.267300 15.942388 12.663963 0.488 1.427 0.547
O 16.078128 16.466715 14.715404 -0.343 -0.398 -0.046
H 18.128277 15.593880 16.080364 -0.306 0.340 0.157
H 19.209183 15.309273 14.810820 0.957 0.149 -0.556
H 17.867796 14.287938 15.009944 -0.677 -0.430 -0.448
H 17.858485 17.325430 14.242676 -0.180 -0.463 -0.187
H 16.759107 15.009352 12.512434 0.129 -0.735 -0.124
H 18.250258 16.055364 12.205192 0.151 -0.704 -0.128
H 16.688932 16.706381 12.159879 -0.418 0.224 -0.085
H 15.806275 15.562970 14.995496 0.034 0.745 0.260